Molecular formula: C29H50Cl18F3OP
Method: DFT, wB97M-V/def2-TZVPD

The total charge is 0. Its HOMO energy is -7.34 eV. The value obtained for the energy is -10134.13348 Eh. The largest force on an atom is 5.8 eV/A.

Each line ends with the Mulliken charge.
Atoms and positions in Å:
C: 1.03 4.23 1.23  -0.870
C: 0.26 2.96 0.46  0.743
C: 1.10 2.71 -0.93  -0.084
P: 1.54 0.83 -1.21  0.208
C: 2.48 0.13 0.31  0.696
F: 1.52 -0.29 1.37  -0.259
F: 3.13 -1.15 -0.15  -0.277
F: 3.47 1.14 0.76  -0.158
O: -1.17 3.27 0.27  -0.362
C: -1.81 2.39 -0.71  0.757
C: -3.42 2.14 -0.47  -0.007
C: -3.95 0.56 -0.44  -0.547
C: -5.51 0.10 -0.26  -0.113
C: -6.67 1.25 -0.07  -0.278
C: -6.16 2.82 -0.09  -0.793
C: -4.57 3.29 -0.28  -0.130
H: 1.56 4.92 0.42  0.222
H: 0.29 4.90 1.84  0.266
H: 1.91 3.78 1.88  0.068
H: 0.42 2.03 1.15  0.045
H: 2.16 3.25 -0.85  -0.379
H: 0.60 3.13 -1.90  0.349
H: 0.34 0.04 -1.31  -0.174
H: -1.29 1.32 -0.63  -0.192
H: -1.67 2.89 -1.77  -0.196
H: -3.13 -0.28 -0.60  0.376
H: -5.73 -1.07 -0.29  0.361
H: -7.77 0.89 0.06  0.306
H: -7.00 3.64 0.02  0.310
H: -4.27 4.43 -0.28  0.168
Cl: 3.73 3.13 -3.46  -0.148
C: 5.01 4.19 -2.80  -0.524
C: 5.66 3.60 -1.56  -0.550
Cl: 4.55 3.57 -0.17  -0.057
H: 4.57 5.17 -2.60  0.295
H: 5.76 4.31 -3.59  0.372
H: 6.52 4.21 -1.26  0.341
H: 6.01 2.58 -1.73  0.307
Cl: 0.63 -1.45 -2.94  -0.191
C: -0.81 -2.46 -3.21  -0.467
C: -2.01 -1.66 -3.69  -0.637
Cl: -2.64 -0.57 -2.43  -0.068
H: -1.03 -2.99 -2.27  0.289
H: -0.54 -3.21 -3.96  0.357
H: -2.83 -2.33 -3.96  0.314
H: -1.76 -1.05 -4.56  0.317
Cl: -9.09 3.26 -4.77  -0.192
C: -9.22 1.62 -4.10  -0.452
C: -9.28 1.61 -2.58  -0.515
Cl: -7.74 2.12 -1.84  -0.016
H: -8.37 1.03 -4.47  0.303
H: -10.13 1.18 -4.51  0.333
H: -9.49 0.60 -2.22  0.266
H: -10.07 2.28 -2.21  0.337
Cl: -7.25 -1.68 0.60  -0.152
C: -8.49 -2.82 1.19  -0.597
C: -8.09 -4.27 0.98  -0.421
Cl: -8.07 -4.72 -0.74  -0.187
H: -9.43 -2.58 0.69  0.316
H: -8.61 -2.62 2.26  0.313
H: -8.81 -4.93 1.47  0.317
H: -7.10 -4.48 1.39  0.310
Cl: -2.32 6.33 -1.49  -0.152
C: -2.01 6.44 -3.24  -0.501
C: -3.04 5.69 -4.06  -0.487
Cl: -2.91 3.92 -3.84  -0.118
H: -0.99 6.07 -3.42  0.293
H: -2.03 7.51 -3.49  0.367
H: -2.89 5.89 -5.12  0.331
H: -4.06 5.99 -3.80  0.314
Cl: 6.42 -1.32 4.42  -0.219
C: 4.94 -1.92 3.62  -0.296
C: 3.70 -1.18 4.09  -0.138
Cl: 3.29 -1.54 5.78  -0.204
H: 4.87 -2.99 3.81  0.272
H: 5.08 -1.77 2.55  0.266
H: 2.84 -1.48 3.48  0.196
H: 3.81 -0.09 3.99  0.093
Cl: 7.93 -6.14 0.07  -0.167
C: 7.80 -4.71 1.12  -0.483
C: 7.08 -5.03 2.42  -0.284
Cl: 5.35 -5.38 2.17  -0.196
H: 7.29 -3.92 0.56  0.314
H: 8.82 -4.38 1.34  0.320
H: 7.13 -4.17 3.10  0.184
H: 7.53 -5.89 2.94  0.328
Cl: 2.23 1.95 3.92  -0.074
C: 2.52 2.50 5.59  -0.578
C: 1.96 3.89 5.84  -0.491
Cl: 2.87 5.14 4.96  -0.186
H: 3.59 2.45 5.79  0.335
H: 2.02 1.78 6.25  0.326
H: 2.04 4.14 6.90  0.369
H: 0.91 3.96 5.55  0.307
Cl: 8.61 -12.03 0.39  -0.188
C: 7.13 -11.04 0.29  -0.472
C: 7.42 -9.56 0.46  -0.435
Cl: 7.94 -9.16 2.12  -0.172
H: 6.43 -11.40 1.04  0.326
H: 6.70 -11.22 -0.70  0.312
H: 6.52 -8.98 0.26  0.315
H: 8.20 -9.22 -0.23  0.307

=====

Molecular formula: C29H50CrN2O2S4SbSi4
Method: DFT, wB97M-V/def2-TZVPD

The total charge is -2. Its expectation value of S² is 3.819. Its HOMO energy (spin up / spin down) is -0.93 / -0.97 eV. The value obtained for the energy is -5430.73011 Eh. The largest force on an atom is 0.6 eV/A. Its spin multiplicity is 4.

Each line ends with the Mulliken charge.
Atoms and positions in Å:
Cr: 0.20 -0.18 -0.01  -0.732
C: -3.41 3.51 0.68  -1.653
Sb: -2.56 1.52 0.98  -0.438
C: -0.52 1.86 0.44  1.732
C: -0.33 2.89 -0.62  -0.768
C: -0.04 2.57 -1.96  -0.348
C: 0.24 3.57 -2.86  -0.411
C: 0.20 4.89 -2.46  -0.830
C: -0.12 5.13 -1.13  -0.824
N: -0.37 4.18 -0.25  0.180
Si: 0.18 2.60 2.05  0.947
C: 1.96 3.09 1.72  -0.824
C: -0.63 4.14 2.83  -1.448
C: -0.01 1.40 3.50  -0.895
C: -3.65 0.44 -0.71  3.279
C: -2.79 -0.55 -1.46  -2.515
C: -3.42 -1.59 -2.16  -0.407
C: -2.72 -2.36 -3.07  -1.146
C: -1.39 -2.07 -3.31  -1.113
C: -0.80 -1.10 -2.53  -0.754
N: -1.45 -0.41 -1.58  1.596
Si: -5.03 -0.43 0.30  0.670
C: -5.87 0.71 1.54  -1.253
C: -6.50 -1.11 -0.70  -1.347
C: -4.36 -1.89 1.24  -1.249
Si: -4.40 1.56 -2.06  0.266
C: -5.11 0.57 -3.52  -1.363
C: -5.86 2.59 -1.45  -1.157
C: -3.21 2.70 -2.94  -1.011
H: -2.72 4.19 1.16  0.412
H: -4.37 3.56 1.19  0.433
H: -3.53 3.83 -0.35  0.415
H: 0.02 1.53 -2.25  0.347
H: 0.48 3.30 -3.89  0.414
H: 0.42 5.71 -3.13  0.413
H: -0.17 6.15 -0.75  0.418
H: 2.01 4.15 1.47  0.265
H: 2.37 2.52 0.89  -0.049
H: 2.59 2.90 2.59  0.404
H: -0.65 4.99 2.16  0.264
H: -0.03 4.38 3.71  0.398
H: -1.64 3.94 3.18  0.258
H: 0.13 0.36 3.23  0.149
H: -0.99 1.53 3.95  0.241
H: 0.74 1.64 4.26  0.319
H: -4.48 -1.73 -2.04  0.263
H: -3.23 -3.16 -3.60  0.405
H: -0.79 -2.62 -4.02  0.484
H: 0.25 -0.86 -2.62  0.230
H: -6.36 1.56 1.07  0.362
H: -5.19 1.08 2.30  0.291
H: -6.64 0.13 2.04  0.464
H: -6.87 -0.44 -1.47  0.339
H: -7.32 -1.26 0.01  0.491
H: -6.30 -2.07 -1.16  0.395
H: -3.68 -1.58 2.03  0.270
H: -3.80 -2.57 0.60  0.321
H: -5.19 -2.45 1.69  0.497
H: -5.89 -0.13 -3.26  0.306
H: -4.33 0.03 -4.04  0.357
H: -5.53 1.30 -4.22  0.402
H: -6.75 1.99 -1.29  0.299
H: -6.10 3.32 -2.23  0.395
H: -5.65 3.14 -0.55  0.337
H: -2.51 2.12 -3.54  0.216
H: -2.63 3.35 -2.31  0.161
H: -3.80 3.31 -3.63  0.498
O: 4.99 -4.78 2.25  -0.687
C: 4.15 -4.00 1.84  0.636
S: 3.99 -2.34 2.40  -0.177
C: 2.65 -1.86 1.36  0.193
C: 2.19 -2.80 0.51  -0.049
S: 0.92 -2.60 -0.67  -0.491
S: 2.99 -4.37 0.58  -0.186
S: 2.11 -0.21 1.50  -0.346
C: -0.99 -1.23 1.38  -1.468
H: -0.27 -1.84 1.93  0.789
H: -1.64 -1.92 0.84  0.134
H: -1.59 -0.70 2.12  0.297
C: 4.17 -0.69 -1.65  -1.102
Si: 2.80 0.42 -2.30  0.803
C: 3.55 2.14 -2.52  -1.205
C: 2.41 -0.20 -4.06  -1.279
O: 1.49 0.48 -1.40  0.290
H: 5.00 -0.73 -2.35  0.420
H: 3.79 -1.70 -1.48  0.192
H: 4.54 -0.32 -0.69  0.269
H: 4.40 2.13 -3.20  0.431
H: 3.88 2.52 -1.56  0.256
H: 2.80 2.84 -2.91  0.264
H: 3.29 -0.17 -4.69  0.420
H: 1.64 0.41 -4.53  0.291
H: 2.05 -1.23 -4.03  0.242

=====

Molecular formula: C29H50N15
Method: DFT, wB97M-V/def2-TZVPD

The total charge is +1. Its HOMO energy is -12.26 eV. The value obtained for the energy is -1955.95580 Eh. The largest force on an atom is 2.5 eV/A.

Each line ends with the Mulliken charge.
Atoms and positions in Å:
C: -3.67 2.57 -3.23  -1.421
C: -2.90 1.67 -2.24  0.269
C: -1.71 2.36 -1.56  -1.052
N: -0.42 2.27 -2.32  0.525
C: -0.01 0.89 -2.63  -0.951
C: -0.33 3.09 -3.33  -0.196
N: -0.07 4.43 -2.99  -0.388
N: -0.45 2.70 -4.63  -0.270
H: -3.41 2.33 -4.26  0.299
H: -4.72 2.31 -3.13  0.353
H: -3.60 3.63 -3.00  0.318
H: -3.59 1.44 -1.44  0.348
H: -2.66 0.72 -2.71  0.148
H: -1.55 1.91 -0.58  0.346
H: -1.98 3.40 -1.40  0.506
H: -0.25 0.29 -1.77  0.222
H: 1.05 0.82 -2.85  0.340
H: -0.55 0.48 -3.48  0.498
H: 0.73 4.74 -3.53  0.328
H: -0.84 5.01 -3.32  0.322
H: 0.39 2.54 -5.18  0.232
H: -1.35 2.60 -5.07  0.198
C: -3.75 -2.57 -1.38  -0.542
C: -2.61 -1.75 -1.02  0.423
N: -1.72 -1.09 -0.72  -0.378
H: -3.76 -2.79 -2.45  0.229
H: -3.75 -3.53 -0.85  0.267
H: -4.69 -2.07 -1.15  0.023
C: 0.35 -0.77 2.01  -0.220
C: 0.83 -1.42 3.21  0.206
N: 1.20 -1.92 4.18  -0.455
H: -0.62 -0.31 2.15  0.310
H: 1.04 0.02 1.70  -0.058
H: 0.26 -1.47 1.18  0.274
C: -1.31 -3.99 -5.00  -0.814
C: -2.00 -4.81 -4.01  0.369
N: -2.55 -5.45 -3.24  -0.339
H: -1.78 -3.02 -5.10  0.241
H: -0.27 -3.84 -4.71  0.268
H: -1.32 -4.47 -5.98  0.305
C: 4.33 -1.06 3.25  -0.251
C: 5.69 -1.55 3.09  0.275
N: 6.77 -1.93 2.95  -0.505
H: 3.92 -0.71 2.31  0.238
H: 3.67 -1.85 3.63  0.159
H: 4.28 -0.24 3.96  0.009
C: -4.73 -7.07 0.75  -0.850
C: -4.97 -5.84 0.01  0.381
N: -5.15 -4.86 -0.57  -0.450
H: -5.52 -7.24 1.48  0.300
H: -4.71 -7.92 0.08  0.277
H: -3.78 -7.03 1.28  0.268
C: 2.76 3.78 -0.28  -0.677
C: 2.05 2.90 0.64  0.326
N: 1.51 2.20 1.37  -0.482
H: 2.26 4.75 -0.37  0.370
H: 3.78 3.96 0.06  0.314
H: 2.82 3.34 -1.28  0.074
C: -6.51 -0.43 1.21  -0.827
C: -6.65 -0.34 -0.23  0.481
N: -6.75 -0.28 -1.37  -0.502
H: -7.35 -0.95 1.66  0.337
H: -5.60 -0.96 1.49  0.282
H: -6.46 0.56 1.66  0.273
C: 4.81 -1.29 7.61  -0.343
C: 4.47 -0.10 6.86  0.428
N: 4.20 0.85 6.27  -0.478
H: 4.06 -1.50 8.38  0.277
H: 4.87 -2.17 6.96  -0.011
H: 5.77 -1.18 8.11  0.281
C: -7.48 3.26 -1.61  -0.786
C: -7.17 3.08 -0.20  0.461
N: -6.93 2.92 0.91  -0.460
H: -7.61 2.30 -2.10  0.280
H: -8.40 3.84 -1.73  0.332
H: -6.68 3.80 -2.11  0.187
C: 5.48 4.50 -3.69  -0.856
C: 5.66 4.27 -2.26  0.434
N: 5.81 4.09 -1.14  -0.373
H: 5.41 3.56 -4.23  0.266
H: 4.56 5.07 -3.88  0.235
H: 6.31 5.07 -4.10  0.328
C: 4.69 -5.38 3.80  -0.937
C: 4.93 -4.55 4.97  0.392
N: 5.13 -3.88 5.88  -0.466
H: 5.10 -4.91 2.90  0.262
H: 5.17 -6.35 3.91  0.360
H: 3.63 -5.54 3.65  0.273
C: 6.44 2.11 3.06  -0.840
C: 5.53 1.93 1.94  0.464
N: 4.80 1.78 1.06  -0.433
H: 7.44 2.36 2.71  0.320
H: 6.11 2.91 3.71  0.270
H: 6.52 1.20 3.65  0.226